The following is a DFT calculation (ωB97M-V with the def2-TZVPD basis set) of C28H43BrCoN2P2S as an isolated structure.

```
! RIJCOSX wB97M-V def2-TZVPD def2/J DEFGRID3
* xyz 2 4
N 3.1942 -6.1523 0.4638
C 3.7519 -5.3247 1.3435
C 3.5107 -3.9451 1.3101
C 2.5351 -3.4388 0.4009
C 2.0848 -4.3307 -0.6208
C 2.4115 -5.6913 -0.5016
C 1.8443 -2.1918 0.6785
Co 0.9127 -0.2960 0.0339
P -3.1159 2.3182 0.6225
C 0.4344 -2.0392 0.2928
C -0.6022 -1.9170 1.3457
C -1.9553 -2.1434 1.0136
C -2.9154 -2.1725 2.0314
C -2.5251 -1.8815 3.3433
C -1.1814 -1.8276 3.7062
C -0.2309 -1.8124 2.6862
Br -3.8298 -1.6494 4.6557
H 2.2361 -1.6259 1.5432
H 0.1394 -2.5771 -0.6030
H 3.9858 -3.3124 2.0551
H 1.4297 -4.0210 -1.4298
H 4.3964 -5.7671 2.1069
H 1.9918 -6.4165 -1.2104
H -2.2153 -2.3761 -0.0278
H 0.8183 -1.7656 2.9261
H -3.9515 -2.4423 1.8259
H -0.8915 -1.8188 4.7509
P 1.2525 0.5419 -1.9305
C -3.4413 1.5469 2.2689
C -4.9261 1.7077 2.6427
H -2.8025 2.0570 3.0129
H -3.1518 0.4823 2.2566
H -5.1268 1.2825 3.6308
H -5.2122 2.7674 2.6578
H -5.5768 1.1965 1.9216
C -3.0168 0.9942 -0.6310
C -4.1624 1.1267 -1.6466
H -3.0486 0.0286 -0.1059
H -2.0438 1.0711 -1.1390
H -4.1698 0.2670 -2.3262
H -5.1432 1.1714 -1.1525
H -4.0546 2.0331 -2.2564
C -1.5205 3.2124 0.6931
C -1.7221 4.7257 0.4800
H -0.8247 2.7923 -0.0483
H -1.1102 3.0256 1.6958
H -0.7828 5.1981 0.1600
H -2.4911 4.9318 -0.2850
H -2.0413 5.2076 1.4098
C 1.7552 2.2949 -1.8672
C 2.1132 2.9803 -3.1909
H 2.6103 2.3294 -1.1710
H 0.9414 2.8381 -1.3553
H 3.1203 2.7105 -3.5161
H 1.4240 2.7353 -4.0033
H 2.0848 4.0705 -3.0637
C -0.2124 0.5373 -3.0556
C -0.9650 -0.7913 -3.0520
H 0.1395 0.7927 -4.0672
H -0.8668 1.3638 -2.7362
H -0.3094 -1.6291 -3.3462
H -1.3717 -1.0137 -2.0511
H -1.8084 -0.7461 -3.7594
C 2.5732 -0.2650 -2.9494
C 3.9842 -0.3033 -2.3677
H 2.5605 0.2431 -3.9314
H 2.2317 -1.2980 -3.1186
H 4.0549 -1.0248 -1.5428
H 4.6792 -0.6368 -3.1497
H 4.3398 0.6695 -1.9999
S 3.8964 2.4354 1.7030
C 2.2446 2.6317 2.2468
C 1.4663 1.5523 1.9116
N 2.1573 0.6697 1.0571
C 3.4754 0.9946 0.8743
H 1.8915 3.4741 2.8199
H 0.4394 1.3084 2.2132
H 4.2045 0.3271 0.4172
*
```

Properties
molecular weight: 640.52 g mol⁻¹
LUMO (spin up / spin down): -6.142 / -8.997 eV
energy above the lowest of the compared OMol25 structures with the same formula, charge and spin: 92.2 kJ/mol
<S²>: 3.81
orbital gap (spin up / spin down): 6.46 / 3.97 eV
HOMO level (spin up / spin down): -0.46310 / -0.47668 Ha

The following is a DFT calculation (ωB97M-V with the def2-TZVPD basis set) of C28H43BrN2P2PdS as an isolated structure.

```
! RIJCOSX wB97M-V def2-TZVPD def2/J DEFGRID3
* xyz 4 5
N -5.6071 2.4552 -2.6698
C -5.3845 3.0171 -1.4776
C -4.3101 2.6342 -0.6524
C -3.3133 1.7674 -1.1611
C -3.5659 1.1762 -2.4119
C -4.7482 1.5393 -3.1150
C -1.9926 1.7113 -0.4739
Pd -0.9122 0.1160 0.2027
P 3.5216 -0.7164 0.5042
C -0.7398 1.5276 -1.1798
C 0.4673 2.3355 -0.8735
C 1.6279 2.1645 -1.6514
C 2.7107 3.0438 -1.5614
C 2.7086 4.0037 -0.5297
C 1.6267 4.0608 0.3628
C 0.4589 3.3348 0.1026
Br 4.1190 5.1876 -0.3586
H -1.9749 2.2930 0.4494
H -0.7837 1.1393 -2.1907
H -4.2664 3.0398 0.3555
H -2.8943 0.4342 -2.8427
H -6.1173 3.7717 -1.1666
H -4.9942 1.0720 -4.0805
H 1.6475 1.2971 -2.3157
H -0.4372 3.5387 0.6824
H 3.5728 2.9417 -2.2224
H 1.7066 4.7101 1.2256
P -1.3090 -2.0869 -0.1543
C 4.1678 0.9890 0.8042
C 5.6055 1.2268 0.3382
H 4.1077 1.1621 1.8946
H 3.4563 1.6807 0.3265
H 5.8624 2.2794 0.5207
H 6.2878 0.5950 0.9238
H 5.7702 1.0178 -0.7292
C 3.0993 -0.6916 -1.2885
C 4.1921 -1.3389 -2.1469
H 2.9689 0.3523 -1.5839
H 2.1384 -1.2121 -1.4239
H 3.8504 -1.4190 -3.1860
H 5.1180 -0.7493 -2.1384
H 4.4196 -2.3478 -1.7830
C 2.1956 -0.6149 1.7566
C 2.6487 -1.3153 3.0533
H 1.3231 -1.0934 1.2773
H 1.9845 0.4509 1.9362
H 1.7588 -1.6777 3.5903
H 3.3195 -2.1625 2.8207
H 3.1902 -0.6255 3.7259
C -1.0635 -3.0093 1.4095
C -1.7618 -4.3587 1.5933
H -1.3581 -2.3104 2.2052
H 0.0272 -3.1341 1.4978
H -2.8477 -4.2507 1.6975
H -1.5559 -5.0492 0.7659
H -1.3804 -4.8194 2.5149
C -0.0009 -2.7600 -1.2519
C -0.0867 -2.2043 -2.6777
H -0.1117 -3.8584 -1.2614
H 0.9749 -2.5444 -0.7759
H -0.8768 -2.6961 -3.2671
H -0.2893 -1.1208 -2.6885
H 0.8579 -2.3797 -3.2128
C -2.8210 -2.7106 -0.9824
C -4.1451 -2.4711 -0.2570
H -2.6677 -3.7933 -1.1669
H -2.8613 -2.2107 -1.9666
H -4.9502 -2.9767 -0.8126
H -4.1436 -2.8711 0.7662
H -4.4046 -1.4031 -0.2294
S -2.8994 1.5253 4.2828
C -1.2679 1.0268 4.6752
C -0.6506 0.5016 3.5585
N -1.4328 0.5669 2.4075
C -2.6494 1.0625 2.6443
H -0.8292 1.0837 5.6643
H 0.3438 0.0551 3.4992
H -3.4296 1.0948 1.8835
*
```

Properties
molecular weight: 688.00 g mol⁻¹
LUMO (spin up / spin down): -12.380 / -14.946 eV
energy above the lowest of the compared OMol25 structures with the same formula, charge and spin: 134.6 kJ/mol
<S²>: 6.06
orbital gap (spin up / spin down): 6.90 / 4.83 eV
HOMO level (spin up / spin down): -0.70850 / -0.72684 Ha

The following is a DFT calculation (ωB97M-V with the def2-TZVPD basis set) of C28H43BrN2P2STi as an isolated structure.

```
! RIJCOSX wB97M-V def2-TZVPD def2/J DEFGRID3
* xyz 2 3
N 5.3374 -0.8944 2.9599
C 4.2762 -0.3431 3.5334
C 3.0160 -0.2896 2.9018
C 2.9009 -0.8447 1.6126
C 4.0363 -1.4079 1.0188
C 5.2305 -1.3886 1.7386
C 1.6569 -0.7839 0.7717
Ti -0.0293 0.1278 0.1705
P -2.1584 -0.5274 -1.2480
C 0.5025 -1.6718 0.7965
C -0.2212 -2.0624 2.0553
C -1.6157 -2.2230 2.0373
C -2.3366 -2.3868 3.2163
C -1.6493 -2.3044 4.4410
C -0.2457 -2.3829 4.4501
C 0.4663 -2.2796 3.2560
Br -2.6014 -2.1662 5.9918
H 1.9088 -0.3406 -0.2415
H 0.3793 -2.4099 -0.0191
H 2.1672 0.1600 3.4180
H 3.9939 -1.8711 0.0353
H 4.4133 0.0518 4.5418
H 6.1200 -1.8160 1.3007
H -2.1398 -2.2652 1.0775
H 1.5491 -2.3682 3.2510
H -3.4110 -2.5393 3.1752
H 0.2536 -2.4587 5.4049
P 1.0624 1.3977 -1.6894
C -3.6698 -1.4150 -0.6125
C -4.8316 -1.8806 -1.4865
H -4.0764 -0.7664 0.1741
H -3.2967 -2.3238 -0.1222
H -5.4764 -2.4952 -0.8422
H -5.4590 -1.0672 -1.8721
H -4.4909 -2.5353 -2.2917
C -1.3300 -2.0236 -2.1013
C -2.1308 -2.6455 -3.2446
H -1.1495 -2.7703 -1.3142
H -0.3709 -1.6845 -2.5184
H -1.4576 -3.2491 -3.8665
H -2.8999 -3.3264 -2.8704
H -2.5866 -1.8905 -3.8963
C -2.3091 0.8125 0.1737
C -3.5894 1.6464 0.0400
H -1.4786 1.5642 0.0500
H -2.2571 0.2620 1.1317
H -3.4187 2.6548 0.4382
H -3.8643 1.7340 -1.0163
H -4.4100 1.1892 0.6005
C 0.0239 2.8919 -1.7904
C 0.4460 3.7642 -2.9609
H 0.1154 3.4412 -0.8348
H -1.0355 2.6056 -1.8783
H 1.4796 4.1070 -2.8660
H 0.3060 3.2432 -3.9107
H -0.1791 4.6592 -2.9899
C 0.7125 0.5273 -3.2889
C 1.6013 -0.6936 -3.5690
H 0.8184 1.2576 -4.1010
H -0.3487 0.2368 -3.2551
H 2.5765 -0.3830 -3.9693
H 1.7847 -1.3256 -2.6841
H 1.1435 -1.3236 -4.3464
C 2.8165 1.8749 -1.9002
C 3.5364 2.5823 -0.7576
H 2.8848 2.4893 -2.8089
H 3.3610 0.9479 -2.1323
H 3.7864 1.9012 0.0599
H 4.4982 2.9708 -1.1151
H 2.9868 3.4349 -0.3477
S 0.5714 3.6475 1.4206
C -0.7965 3.3207 2.4035
C -0.9805 1.9730 2.5878
N -0.0971 1.1769 1.8884
C 0.9042 1.9106 1.2365
H -1.4055 4.1123 2.8138
H -1.7677 1.4987 3.1638
H 1.9480 1.6495 1.4212
*
```

Properties
molecular weight: 629.45 g mol⁻¹
LUMO (spin up / spin down): -7.927 / -8.368 eV
energy above the lowest of the compared OMol25 structures with the same formula, charge and spin: 528.7 kJ/mol
<S²>: 2.11
orbital gap (spin up / spin down): 5.09 / 4.94 eV
HOMO level (spin up / spin down): -0.47843 / -0.48894 Ha

The following is a DFT calculation (ωB97M-V with the def2-TZVPD basis set) of C28H43FN4OS7Sm as an isolated structure.

```
! RIJCOSX wB97M-V def2-TZVPD def2/J DEFGRID3
* xyz 1 6
Sm -0.0305 1.2427 0.3890
C 3.8798 1.9042 -2.7341
C 4.9166 0.8527 -2.3443
S 5.0293 0.6377 -0.5504
C 5.0784 -1.1598 -0.3345
C 4.3309 -1.5520 0.9343
S 2.5550 -1.1686 0.9457
C 1.7723 -2.7551 0.5860
C 1.5109 -3.0191 -0.8947
S 0.7074 -1.6414 -1.7664
C 2.0852 -1.1912 -2.8456
C 1.8426 0.1609 -3.4976
S 2.1345 1.5629 -2.3978
H 3.9611 2.1115 -3.8033
H 4.0809 2.8458 -2.2190
H 5.8896 1.1666 -2.7214
H 4.6907 -0.1080 -2.8049
H 6.1134 -1.4934 -0.2567
H 4.6377 -1.6417 -1.2062
H 4.7636 -1.0431 1.7960
H 4.4292 -2.6237 1.1157
H 0.8156 -2.7269 1.1098
H 2.3572 -3.5630 1.0286
H 0.8736 -3.8974 -1.0026
H 2.4387 -3.2272 -1.4284
H 2.2018 -1.9746 -3.5970
H 2.9745 -1.1525 -2.2221
H 0.8096 0.2487 -3.8426
H 2.4791 0.2776 -4.3770
O 2.2494 2.0148 0.9937
C 2.9105 2.1372 2.2674
C 2.2742 3.2239 3.1097
C 0.7517 3.0726 3.2401
C 0.3556 1.7308 3.7874
C 0.1108 1.5822 5.1456
C -0.1726 0.3308 5.6591
C -0.1968 -0.7504 4.7941
C 0.0387 -0.5225 3.4537
N 0.2991 0.6872 2.9394
H 2.4095 2.8067 0.4575
H 3.9701 2.3302 2.0960
H 2.8161 1.1604 2.7369
H 2.4890 4.2037 2.6729
H 2.7482 3.2081 4.0955
H 0.2760 3.2389 2.2757
H 0.3671 3.8538 3.8948
H 0.1513 2.4524 5.7878
H -0.3683 0.2010 6.7159
H -0.4014 -1.7528 5.1430
H 0.0071 -1.3459 2.7540
S 0.3953 3.9705 -0.5523
C -0.5589 3.2366 -1.7659
N -0.8860 1.9554 -1.7497
C -1.6671 1.5894 -2.8461
C -2.1674 0.3140 -3.1037
C -2.9263 0.1182 -4.2447
C -3.1925 1.1736 -5.1228
C -2.7009 2.4423 -4.8702
C -1.9350 2.6383 -3.7255
S -1.1822 4.0936 -3.1389
H -1.9573 -0.4986 -2.4176
H -3.3180 -0.8677 -4.4627
H -3.7899 0.9991 -6.0083
H -2.9084 3.2612 -5.5470
C -5.5598 -1.1917 -0.2288
N -4.2568 -0.7703 0.2923
C -3.9639 0.6590 0.1681
C -3.2966 -1.6456 0.5941
S -1.6311 -1.2734 0.4759
N -3.6745 -2.9013 0.9379
C -2.7366 -4.0123 0.8839
C -4.7997 -3.1172 1.8481
H -5.7795 -0.5842 -1.1054
H -6.3608 -1.0520 0.4969
H -5.5232 -2.2338 -0.5318
H -4.9132 1.1866 0.1108
H -3.3906 0.8597 -0.7383
H -3.4045 1.0226 1.0228
H -2.0579 -3.8943 0.0448
H -3.3099 -4.9297 0.7530
H -2.1537 -4.0893 1.8066
H -5.2306 -2.1694 2.1529
H -4.4280 -3.6217 2.7419
H -5.5765 -3.7373 1.3999
F -1.5718 2.1337 1.3513
*
```

Properties
molecular weight: 845.51 g mol⁻¹
LUMO (spin up / spin down): -2.239 / -1.729 eV
energy above the lowest of the compared OMol25 structures with the same formula, charge and spin: 0.0 kJ/mol
<S²>: 8.76
orbital gap (spin up / spin down): 7.74 / 8.25 eV
HOMO level (spin up / spin down): -0.36658 / -0.36686 Ha

The following is a DFT calculation (ωB97M-V with the def2-TZVPD basis set) of C28H44BrCoN3P2S as an isolated structure.

```
! RIJCOSX wB97M-V def2-TZVPD def2/J DEFGRID3
* xyz 2 4
C -0.0549 6.3862 -5.3410
C -0.2081 4.9941 -5.5986
C -0.5727 4.7395 -6.9554
C -0.7591 5.7809 -7.8766
N -0.6064 7.0733 -7.5912
C -0.2743 7.3490 -6.3342
C -0.0510 3.9271 -4.6147
C -0.4174 2.8960 -3.9223
C -1.7482 2.4086 -3.4635
C -1.4569 1.1361 -2.9125
C -2.0646 0.7142 -1.6970
C -3.2654 1.3519 -1.3449
C -3.7226 2.4456 -2.1196
C -2.8910 3.0825 -3.0889
Co 0.3054 1.6518 -2.7254
P 2.1754 -0.3565 -1.5703
H -0.7269 3.7345 -7.3140
H 0.2257 6.7498 -4.3675
H -1.0438 5.5675 -8.9050
H -0.1687 8.4081 -6.1229
H -3.1598 4.0742 -3.4771
H -0.8792 0.4816 -3.5909
H -4.7099 2.8128 -1.8640
H -1.4004 0.1464 -1.0342
C 1.7458 -1.9059 -0.6232
C 2.4421 -3.2608 -0.8225
H 0.6780 -2.0708 -0.8174
H 1.8330 -1.6470 0.4415
H 2.0659 -3.9713 -0.0562
H 2.2858 -3.7009 -1.8212
H 3.5293 -3.1923 -0.7107
C 2.9200 -1.0379 -3.1363
C 3.2977 0.1384 -4.0328
H 2.1396 -1.6358 -3.6280
H 3.7756 -1.7005 -2.9026
H 3.5278 -0.2335 -5.0384
H 2.4689 0.8682 -4.1145
H 4.1660 0.6772 -3.6346
C 3.6830 0.1277 -0.5753
C 4.9648 -0.7274 -0.5515
H 3.3122 0.2056 0.4622
H 3.9390 1.1515 -0.8859
H 5.7693 -0.1078 -0.1065
H 4.8282 -1.6280 0.0725
H 5.2857 -1.0463 -1.5566
Br -3.6903 0.9802 0.3834
P -1.6352 -2.5272 -3.4205
C 0.0821 -3.0252 -3.6956
C 0.2406 -4.5544 -3.7209
H 0.6751 -2.5711 -2.8833
H 0.4392 -2.6045 -4.6527
H 1.3014 -4.8259 -3.7944
H -0.1832 -5.0126 -2.8163
H -0.2697 -4.9769 -4.5964
C -2.0651 -2.6353 -1.6879
C -3.5170 -3.0772 -1.4356
H -1.8295 -1.6768 -1.2170
H -1.3920 -3.3851 -1.2328
H -3.7283 -3.1357 -0.3646
H -4.2466 -2.4229 -1.9170
H -3.6570 -4.0785 -1.8464
C -2.0326 -1.1661 -4.4931
C -2.5159 -1.6629 -5.8524
H -1.0858 -0.6470 -4.7216
H -2.7571 -0.4962 -4.0126
H -2.8745 -0.8130 -6.4402
H -1.6352 -2.0930 -6.3393
H -3.3026 -2.4146 -5.7380
S 0.7980 1.6963 -0.3305
C 0.6292 0.8483 1.1909
N 1.6818 0.5283 1.9851
C 1.2915 -0.0756 3.2534
C -0.2236 -0.1813 3.1214
N -0.4834 0.3662 1.7820
H 2.5457 1.0413 1.8880
H 1.6034 0.5839 4.0764
H 1.7609 -1.0653 3.3413
H -0.7083 0.4257 3.9076
H -0.5539 -1.2307 3.1715
H -1.4208 0.5389 1.4279
*
```

Properties
molecular weight: 655.53 g mol⁻¹
LUMO (spin up / spin down): -6.284 / -8.095 eV
energy above the lowest of the compared OMol25 structures with the same formula, charge and spin: 561.6 kJ/mol
<S²>: 3.78
orbital gap (spin up / spin down): 6.07 / 4.27 eV
HOMO level (spin up / spin down): -0.45408 / -0.45456 Ha

The following is a DFT calculation (ωB97M-V with the def2-TZVPD basis set) of C28H44BrHfN3P2S as an isolated structure.

```
! RIJCOSX wB97M-V def2-TZVPD def2/J DEFGRID3
* xyz 4 1
C 0.4692 5.7155 -1.8941
C 0.1325 4.4531 -2.4451
C -0.1280 4.3665 -3.8220
C -0.3371 5.5769 -4.5498
N -0.1843 6.7737 -3.9665
C 0.2794 6.8715 -2.7201
C -0.1572 3.2401 -1.5957
C -1.2397 2.6149 -1.1982
C -1.9841 1.6191 -0.5329
C -1.3053 0.3411 -0.4867
C -1.5989 -0.6064 0.5220
C -2.9460 -0.6775 1.1765
C -3.6475 0.6147 0.9956
C -3.2049 1.6484 0.2191
Hf 0.4355 1.7056 -0.2315
P 2.2138 -0.1922 0.6264
H -0.2462 3.4012 -4.3075
H 0.7450 5.8346 -0.8390
H -0.6193 5.5599 -5.6157
H 0.4845 7.9036 -2.3520
H -3.7504 2.6046 0.1311
H -1.0343 -0.0704 -1.4753
H -4.5840 0.7148 1.5551
H -1.0092 -1.5360 0.5653
C 1.6566 -1.5032 1.8145
C 2.2519 -2.8905 1.5867
H 0.5569 -1.5114 1.7911
H 1.9282 -1.1492 2.8240
H 1.9005 -3.5567 2.3882
H 1.9396 -3.3315 0.6298
H 3.3523 -2.8872 1.6310
C 2.9382 -1.0216 -0.8452
C 3.3600 -0.0796 -1.9754
H 2.1728 -1.7098 -1.2325
H 3.7879 -1.6437 -0.5283
H 3.8050 -0.6574 -2.8016
H 2.5100 0.4739 -2.4032
H 4.0876 0.6715 -1.6446
C 3.6918 0.3853 1.5780
C 4.8274 -0.6315 1.6678
H 3.3085 0.6372 2.5813
H 4.0124 1.3255 1.1018
H 5.6906 -0.1547 2.1435
H 4.5938 -1.5095 2.2809
H 5.1479 -0.9773 0.6802
Br -2.6611 -1.0541 3.0361
P -1.9686 -2.3237 -1.3726
C -0.1623 -2.7660 -1.4362
C 0.0715 -4.2421 -1.8102
H 0.3239 -2.5468 -0.4629
H 0.3050 -2.0923 -2.1821
H 1.1457 -4.4899 -1.8190
H -0.4281 -4.9105 -1.0953
H -0.3133 -4.4613 -2.8160
C -3.1348 -2.8192 0.0082
C -4.3882 -3.7088 -0.1561
H -3.4811 -1.6652 0.6124
H -2.5369 -3.2954 0.8091
H -4.9765 -3.7767 0.7905
H -5.1086 -3.3352 -0.8928
H -4.1013 -4.7527 -0.3951
C -2.4406 -1.3036 -2.8398
C -2.5803 -2.0682 -4.1730
H -1.7070 -0.4902 -2.9966
H -3.4013 -0.8273 -2.5720
H -2.9534 -1.4034 -4.9635
H -1.6173 -2.4705 -4.5012
H -3.2913 -2.8930 -4.0865
S 0.5334 3.0013 1.8830
C 0.4866 2.0911 3.3913
N 1.5480 1.6921 4.1238
C 1.1537 0.9548 5.3259
C -0.3657 0.9350 5.2223
N -0.6311 1.6754 3.9991
H 2.4903 1.9911 3.9073
H 1.4852 1.4782 6.2427
H 1.5622 -0.0718 5.3298
H -0.8361 1.4253 6.0889
H -0.7684 -0.0922 5.1612
H -1.5556 1.8597 3.6128
*
```

Properties
molecular weight: 775.09 g mol⁻¹
LUMO (spin up / spin down): -14.786 / -14.753 eV
energy above the lowest of the compared OMol25 structures with the same formula, charge and spin: 237.3 kJ/mol
orbital gap (spin up / spin down): 3.62 / 3.67 eV
HOMO level (spin up / spin down): -0.67640 / -0.67695 Ha

no.,calculated total energy (eV)
1,-169778.46416
2,-135603.31609
3,-155263.21215
4,-134210.71063
5,-171280.30760
6,-134933.61591